ORCA calculation (ωB97M-V/def2-TZVPD) on the molecule C3HBrClNO.

Values from the calculation:
Energy above the lowest of the compared OMol25 structures with the same formula, charge and spin (kcal/mol): 107.8
2S+1: 1
LUMO level (alpha / beta) (Eh): -0.0221 / -0.0221

Positions of all 8 atoms, in Å:
1 C -0.319 0.769 0.138
2 C -1.917 -0.914 -0.617
3 C 1.738 -0.201 0.175
4 N -1.026 -0.272 -0.112
5 O 1.035 0.878 -0.155
6 Cl -2.517 -2.256 0.124
7 Br 3.597 0.346 -0.056
8 H -0.590 1.651 0.504

***

ORCA calculation (ωB97M-V/def2-TZVPD) on C44H53N10NaO3S2 as an isolated structure.

Values from the calculation:
Total charge: -2
2S+1: 1
LUMO level (Eh): 0.1363

Positions of all 113 atoms, in Å:
1 Na -0.143 -1.260 0.456
2 C 2.275 -0.610 -3.410
3 C 1.622 -1.228 -2.170
4 N 0.390 -1.018 -1.773
5 N -0.537 -0.657 -2.732
6 C -1.155 -1.569 -3.536
7 N -2.126 -0.989 -4.306
8 S -0.712 -3.172 -3.629
9 C 2.392 -2.168 -1.360
10 C 3.199 -3.063 -2.051
11 C 4.166 -3.726 -1.318
12 C 4.363 -3.407 0.001
13 C 3.392 -2.614 0.631
14 N 2.389 -2.036 -0.017
15 H 2.163 0.458 -3.460
16 H 1.847 -1.085 -4.328
17 H 3.338 -0.947 -3.411
18 H -0.735 0.435 -2.922
19 H -2.024 0.027 -4.485
20 H -2.395 -1.509 -5.148
21 H 2.956 -3.213 -3.098
22 H 4.883 -4.389 -1.834
23 H 5.101 -3.906 0.636
24 H 3.367 -2.450 1.682
25 C -4.524 -0.591 -1.787
26 C -3.531 -0.527 -0.705
27 N -2.781 -1.599 -0.430
28 N -3.292 -2.685 -0.909
29 C -2.633 -3.874 -0.842
30 N -3.293 -4.952 -1.279
31 S -1.058 -4.023 -0.201
32 C -3.409 0.599 0.164
33 C -4.359 1.629 0.191
34 C -4.127 2.750 1.008
35 C -2.937 2.833 1.751
36 C -2.129 1.730 1.708
37 N -2.340 0.621 0.983
38 H -5.223 -1.417 -1.570
39 H -4.012 -0.843 -2.756
40 H -4.997 0.351 -1.958
41 H -4.264 -4.949 -1.579
42 H -2.889 -5.860 -1.119
43 H -5.243 1.546 -0.386
44 H -4.883 3.567 1.079
45 H -2.788 3.631 2.455
46 H -1.195 1.661 2.333
47 C 0.596 3.478 -0.250
48 C 1.686 2.507 -0.620
49 C 2.132 2.877 -2.049
50 C 2.898 2.524 0.291
51 C 3.961 3.413 0.168
52 C 5.006 3.491 1.109
53 C 5.049 2.539 2.096
54 C 4.085 1.510 2.217
55 C 4.388 0.302 3.070
56 C 4.645 0.697 4.538
57 C 5.700 -0.375 2.591
58 C 2.911 1.640 1.439
59 N 1.723 1.000 1.759
60 C 1.326 0.934 3.001
61 C 0.410 0.002 3.558
62 C -0.105 0.141 4.891
63 C -0.710 -1.052 5.209
64 C -0.522 -1.935 4.074
65 N 0.048 -1.268 3.059
66 C -0.997 -3.350 3.949
67 C 0.099 -4.245 3.326
68 C -1.277 -3.904 5.361
69 C -2.256 -3.289 3.090
70 H -0.345 3.223 -0.712
71 H 0.896 4.512 -0.550
72 H 0.422 3.485 0.856
73 H 1.189 1.541 -0.561
74 H 2.644 3.873 -2.127
75 H 1.240 2.872 -2.679
76 H 2.848 2.179 -2.553
77 H 4.038 4.180 -0.609
78 H 5.778 4.273 1.052
79 H 5.846 2.603 2.822
80 H 3.562 -0.411 2.974
81 H 5.505 1.344 4.589
82 H 4.913 -0.194 5.173
83 H 3.788 1.191 5.015
84 H 6.553 0.254 2.708
85 H 5.676 -0.678 1.577
86 H 5.893 -1.299 3.197
87 H 1.599 1.686 3.764
88 H -0.033 1.010 5.478
89 H -1.076 -1.352 6.207
90 H 1.127 -3.862 3.451
91 H -0.005 -4.299 2.225
92 H 0.080 -5.269 3.720
93 H -0.284 -4.108 5.867
94 H -1.825 -4.859 5.294
95 H -1.901 -3.196 5.999
96 H -2.022 -2.884 2.106
97 H -2.998 -2.623 3.567
98 H -2.751 -4.272 2.914
99 O -5.077 2.863 -2.966
100 C -4.386 3.174 -4.119
101 C -5.030 3.696 -5.244
102 C -4.273 3.975 -6.389
103 C -2.940 3.658 -6.469
104 C -2.272 3.172 -5.359
105 C -2.980 2.941 -4.164
106 C -2.173 2.271 -3.049
107 O -2.655 2.266 -1.897
108 O -1.088 1.689 -3.427
109 H -6.030 3.146 -3.090
110 H -6.051 3.970 -5.065
111 H -4.745 4.414 -7.268
112 H -2.310 3.857 -7.306
113 H -1.251 2.854 -5.401

***

ORCA calculation (ωB97M-V/def2-TZVPD) on a 9-piece molecular cluster, C42H109N7O16 overall.

Values from the calculation:
SMILES string: COCCNCCOC.COCCNCCOC.COCCNCCOC.COCCNCCOC.COCCNCCOC.COCCNCCOC.COCCNCCOC.O.O
Energy above the lowest of the compared OMol25 structures with the same formula, charge and spin (kcal/mol): 127.7
2S+1: 1
LUMO level (Eh): 0.0121

Positions of all 174 atoms, in Å:
1 C -29.796 12.346 -0.002
2 O -28.951 11.231 -0.147
3 C -28.469 10.843 1.095
4 C -28.030 9.360 1.038
5 N -27.792 8.636 2.306
6 C -26.770 9.171 3.142
7 C -26.614 8.426 4.476
8 O -27.361 9.061 5.514
9 C -26.965 8.600 6.805
10 H -30.605 12.177 0.708
11 H -30.313 12.553 -0.939
12 H -29.344 13.317 0.201
13 H -29.237 11.008 1.850
14 H -27.657 11.480 1.442
15 H -27.125 9.279 0.437
16 H -28.845 8.847 0.527
17 H -27.441 7.732 2.023
18 H -26.846 10.240 3.343
19 H -25.837 9.117 2.582
20 H -25.554 8.546 4.698
21 H -26.767 7.346 4.464
22 H -26.232 9.278 7.242
23 H -26.521 7.606 6.766
24 H -27.771 8.555 7.538
25 C -22.506 8.393 -2.852
26 O -23.311 9.467 -3.281
27 C -24.126 8.984 -4.333
28 C -25.024 10.073 -4.950
29 N -24.268 11.149 -5.609
30 C -23.708 12.153 -4.660
31 C -24.829 13.165 -4.347
32 O -24.217 14.375 -3.859
33 C -25.100 15.421 -3.454
34 H -22.941 7.474 -2.459
35 H -21.825 8.702 -2.059
36 H -21.893 8.150 -3.720
37 H -24.860 8.231 -4.046
38 H -23.560 8.525 -5.143
39 H -25.890 10.414 -4.382
40 H -25.541 9.619 -5.795
41 H -24.694 11.587 -6.414
42 H -22.941 12.720 -5.189
43 H -23.220 11.751 -3.772
44 H -25.432 12.742 -3.543
45 H -25.357 13.531 -5.228
46 H -25.677 15.777 -4.308
47 H -24.547 16.331 -3.224
48 H -25.791 15.095 -2.677
49 C -29.440 14.088 12.337
50 O -30.653 14.663 11.829
51 C -31.701 13.694 11.601
52 C -31.376 12.811 10.343
53 N -31.787 13.371 9.018
54 C -31.425 14.792 8.752
55 C -31.707 15.217 7.334
56 O -31.337 16.601 7.098
57 C -29.877 16.806 7.117
58 H -28.733 14.915 12.410
59 H -29.073 13.306 11.673
60 H -29.542 13.707 13.353
61 H -32.579 14.282 11.334
62 H -31.994 13.098 12.465
63 H -31.777 11.806 10.477
64 H -30.291 12.743 10.269
65 H -31.444 12.882 8.204
66 H -30.395 15.045 9.002
67 H -32.017 15.468 9.368
68 H -32.759 15.057 7.097
69 H -31.108 14.627 6.640
70 H -29.597 17.672 6.518
71 H -29.326 15.958 6.710
72 H -29.513 17.006 8.124
73 C -28.554 24.768 5.606
74 O -27.229 24.657 5.031
75 C -26.251 25.333 5.783
76 C -25.952 24.556 7.103
77 N -24.886 25.162 7.955
78 C -24.817 24.682 9.349
79 C -23.512 25.179 9.999
80 O -23.607 26.629 10.042
81 C -22.455 27.200 10.772
82 H -28.576 24.406 6.634
83 H -29.153 24.145 4.943
84 H -29.068 25.722 5.489
85 H -26.449 26.396 5.924
86 H -25.346 25.346 5.176
87 H -25.664 23.531 6.871
88 H -26.786 24.508 7.804
89 H -24.944 26.171 7.961
90 H -24.790 23.598 9.243
91 H -25.663 24.949 9.982
92 H -22.625 24.839 9.465
93 H -23.393 24.785 11.008
94 H -22.402 26.569 11.659
95 H -22.600 28.265 10.957
96 H -21.566 27.060 10.158
97 C -38.911 18.394 3.094
98 O -40.182 18.672 3.735
99 C -41.387 18.701 3.055
100 C -42.455 18.996 4.109
101 N -42.710 17.751 4.958
102 C -43.661 17.916 6.084
103 C -45.070 18.298 5.753
104 O -45.159 19.768 5.681
105 C -46.198 20.203 4.785
106 H -38.130 18.476 3.850
107 H -38.705 19.161 2.348
108 H -39.060 17.414 2.640
109 H -41.568 17.731 2.592
110 H -41.273 19.469 2.289
111 H -43.393 19.357 3.688
112 H -42.203 19.829 4.765
113 H -41.790 17.449 5.247
114 H -43.236 18.515 6.890
115 H -43.772 16.923 6.519
116 H -45.677 17.809 6.516
117 H -45.405 17.890 4.800
118 H -47.171 19.932 5.195
119 H -46.148 19.823 3.765
120 H -46.066 21.271 4.613
121 C -41.687 25.013 3.949
122 O -40.605 24.987 3.123
123 C -40.668 25.922 2.068
124 C -39.402 25.827 1.252
125 N -38.835 27.086 0.834
126 C -37.903 27.003 -0.265
127 C -36.720 26.126 0.034
128 O -37.117 24.779 -0.201
129 C -35.941 23.957 -0.072
130 H -42.623 24.932 3.396
131 H -41.651 25.856 4.639
132 H -41.594 24.105 4.545
133 H -40.781 26.957 2.391
134 H -41.385 25.685 1.282
135 H -39.566 25.252 0.341
136 H -38.602 25.348 1.816
137 H -39.676 27.543 0.511
138 H -37.624 28.041 -0.449
139 H -38.355 26.619 -1.179
140 H -36.346 26.325 1.038
141 H -35.942 26.419 -0.671
142 H -35.021 24.321 -0.529
143 H -35.973 22.965 -0.523
144 H -35.766 23.764 0.986
145 C -25.096 21.665 -7.304
146 O -25.936 22.837 -7.446
147 C -25.233 24.068 -7.209
148 C -26.258 25.201 -7.202
149 N -26.681 25.549 -5.816
150 C -27.435 24.496 -5.171
151 C -27.720 24.849 -3.756
152 O -28.583 25.949 -3.800
153 C -28.495 26.707 -2.652
154 H -24.611 21.534 -6.336
155 H -24.199 21.791 -7.910
156 H -25.651 20.756 -7.538
157 H -24.551 24.210 -8.047
158 H -24.628 24.152 -6.306
159 H -27.062 24.913 -7.880
160 H -25.744 26.087 -7.576
161 H -27.325 26.324 -5.744
162 H -26.764 23.638 -5.224
163 H -28.322 24.217 -5.739
164 H -26.806 24.996 -3.181
165 H -28.174 24.037 -3.187
166 H -28.926 26.158 -1.815
167 H -29.151 27.554 -2.850
168 H -27.477 26.989 -2.385
169 O -30.975 19.245 0.496
170 H -31.241 19.036 1.391
171 H -30.059 19.512 0.573
172 O -26.874 21.083 1.631
173 H -25.988 21.274 1.323
174 H -27.202 21.923 1.953

***

no.,electronic energy (hartree),maximum force (eV/Å)
1,-3278.91587,5.275
2,-3440.46233,4.234
3,-3252.22885,2.889